(1)
55
Properties=species:S:1:pos:R:3:forces:R:3:nbo_charge:R:1 method="wB97M-V/def2-TZVPD" lumo_energy_ha=0.0240 homo_energy_ev=-8.6 smiles="Cc1cc(C)c(S(=O)(=O)N2CCO[C@H]2CNC(=O)C(=O)NCc2ccco2)c(C)c1" e_above_lowest_kcal_mol=68.4 multiplicity=1
C 3.825 -4.318 -2.362 0.029 0.041 -0.005 -0.632
C 3.213 -3.165 -1.629 -0.088 0.095 0.064 0.036
C 3.559 -2.900 -0.312 -0.148 0.167 -0.033 -0.257
C 3.008 -1.831 0.382 0.236 -0.216 0.074 0.145
C 3.427 -1.605 1.800 0.144 -0.046 0.207 -0.687
C 2.082 -1.013 -0.266 -0.279 0.400 0.323 -0.413
S 1.350 0.326 0.688 -0.407 -0.072 0.485 2.350
O 2.362 1.149 1.287 0.105 -0.041 0.027 -0.943
O 0.357 1.015 -0.088 0.400 -0.264 -0.255 -0.955
N 0.544 -0.424 1.943 0.689 0.191 -0.673 -0.729
C 0.723 -0.040 3.326 0.149 0.488 0.297 -0.255
C 0.590 -1.380 4.080 -0.010 0.095 0.139 -0.090
O 0.445 -2.376 3.074 -0.102 -0.180 -0.087 -0.519
C -0.034 -1.734 1.918 -0.583 -0.423 -0.608 0.251
C -1.583 -1.643 1.903 0.396 0.015 0.346 -0.258
N -2.017 -0.845 0.795 0.119 -0.223 -0.376 -0.606
C -2.073 0.499 0.853 -0.316 -0.283 0.151 0.616
O -2.080 1.168 1.868 0.064 0.124 0.064 -0.631
C -2.190 1.100 -0.547 -0.182 0.211 -0.120 0.614
O -2.275 0.386 -1.535 -0.064 -0.054 -0.143 -0.658
N -2.193 2.430 -0.534 0.119 0.190 0.322 -0.568
C -2.155 3.242 -1.731 -0.138 0.104 0.021 -0.275
C -3.314 4.181 -1.786 -0.490 -0.615 -0.511 0.258
C -4.603 4.006 -2.199 0.685 -0.016 0.119 -0.294
C -5.262 5.240 -1.978 0.269 0.430 0.241 -0.313
C -4.326 6.070 -1.446 -0.873 0.059 -0.205 0.085
O -3.147 5.440 -1.324 0.532 -0.003 0.153 -0.399
C 1.747 -1.224 -1.605 -0.045 -0.036 -0.216 0.062
C 0.845 -0.330 -2.391 -0.210 0.113 -0.185 -0.647
C 2.320 -2.312 -2.257 0.053 0.019 0.175 -0.235
H 4.802 -4.029 -2.753 0.067 -0.043 -0.052 0.228
H 3.969 -5.166 -1.698 0.022 -0.088 0.000 0.221
H 3.203 -4.622 -3.200 -0.009 -0.063 -0.063 0.219
H 4.273 -3.537 0.188 0.087 -0.059 0.098 0.209
H 3.470 -0.543 2.020 0.129 -0.082 0.154 0.251
H 2.717 -2.080 2.475 -0.022 -0.020 0.101 0.236
H 4.405 -2.048 1.974 0.036 -0.023 0.003 0.220
H 1.699 0.434 3.442 -0.063 -0.045 0.123 0.235
H -0.056 0.670 3.620 0.115 -0.059 0.042 0.220
H -0.286 -1.381 4.738 0.107 0.032 -0.031 0.181
H 1.476 -1.633 4.665 -0.077 0.060 -0.027 0.197
H 0.309 -2.294 1.039 -0.064 0.047 0.129 0.201
H -2.011 -2.646 1.848 -0.006 0.089 0.058 0.214
H -1.918 -1.145 2.815 -0.019 -0.145 0.019 0.222
H -1.957 -1.219 -0.146 -0.099 0.096 0.074 0.424
H -2.052 2.866 0.368 -0.040 -0.119 -0.025 0.426
H -1.221 3.812 -1.758 -0.049 -0.099 -0.088 0.221
H -2.189 2.546 -2.574 0.039 0.188 0.064 0.249
H -5.024 3.111 -2.610 -0.029 -0.246 -0.088 0.230
H -6.285 5.472 -2.189 -0.199 0.128 -0.016 0.228
H -4.371 7.093 -1.127 0.101 0.126 0.068 0.202
H 1.169 0.704 -2.310 -0.040 0.045 -0.114 0.237
H -0.180 -0.359 -2.026 -0.018 0.024 -0.068 0.259
H 0.849 -0.626 -3.438 0.028 -0.034 -0.033 0.209
H 2.063 -2.489 -3.291 -0.052 0.019 -0.117 0.210



(2)
79
Properties=species:S:1:pos:R:3:forces:R:3:mulliken_charge:R:1 method="wB97M-V/def2-TZVPD" lumo_energy_ha=0.0153 homo_energy_ev=-7.6 smiles="C=CC[C@H](C#N)[C@](C#N)(CCCNCc1ccccc1O)CCCOC.NC(N)=O.NC(N)=O.NC(N)=O" e_above_lowest_kcal_mol=323.7 multiplicity=1
C 6.265 2.057 1.534 0.057 -1.980 -2.832 -0.655
C 6.362 1.380 0.212 -0.080 1.364 2.779 -0.127
C 5.664 1.861 -1.191 1.597 0.996 0.971 -0.672
C 4.042 1.638 -1.275 -0.738 -0.219 -0.875 0.937
C 3.206 2.130 0.051 -2.411 4.805 7.044 -0.224
N 2.705 2.739 1.103 4.593 -5.906 -9.978 -0.618
C 3.607 0.077 -1.686 -0.533 -1.177 -0.729 0.331
C 4.325 -0.397 -3.120 3.314 -1.883 -6.688 -0.163
N 4.850 -0.775 -4.237 -4.647 3.318 9.877 -0.680
C 1.967 -0.050 -1.986 0.580 -0.504 -0.252 -0.254
C 1.448 0.954 -3.178 -0.718 -0.633 0.313 -0.455
C 0.378 1.994 -2.500 0.809 1.634 -0.204 -1.003
N -1.076 1.713 -2.803 1.282 -1.153 0.770 -0.244
C -1.555 0.388 -2.270 -1.584 -0.359 0.212 -0.683
C -1.973 0.347 -0.695 -1.200 -0.954 4.262 0.596
C -2.552 -1.115 -0.124 -0.057 2.303 2.591 -0.557
C -3.031 -1.386 1.420 1.517 3.736 -1.120 -0.406
C -2.902 -0.157 2.511 1.259 1.122 -4.152 -0.189
C -2.333 1.323 1.994 -0.569 -3.614 -2.454 -0.685
C -1.899 1.560 0.398 -0.997 -2.901 1.046 0.683
O -1.447 2.898 -0.008 -0.710 -2.059 2.881 -0.462
C 4.066 -1.012 -0.537 1.410 0.284 -1.049 -0.540
C 3.546 -2.544 -0.798 -0.250 0.702 1.323 -0.252
C 2.343 -2.828 0.310 0.111 -1.532 -0.035 -0.631
O 0.990 -2.706 -0.254 0.817 -1.127 -0.215 -0.190
C 0.696 -3.775 -1.225 0.210 0.009 -0.705 -0.657
H 6.235 1.352 2.489 0.952 1.751 -2.132 0.202
H 6.168 3.216 1.713 -0.614 -2.602 -0.668 0.256
H 7.053 0.414 0.159 -2.291 1.739 0.298 0.315
H 6.262 1.331 -2.073 -1.802 1.014 1.733 0.270
H 5.857 3.021 -1.305 -0.498 -2.282 0.204 0.379
H 3.661 2.324 -2.175 0.710 -1.411 2.152 0.392
H 1.452 0.116 -0.943 0.801 -0.086 -2.095 0.456
H 1.664 -1.155 -2.318 1.082 2.363 0.927 -0.287
H 2.308 1.552 -3.722 -1.544 -1.274 1.336 0.426
H 0.958 0.272 -4.025 0.893 1.712 1.863 0.296
H 0.613 3.065 -2.973 -0.549 -2.139 1.309 0.690
H 0.637 2.094 -1.358 -0.633 -0.262 -2.052 0.264
H -1.708 2.510 -2.574 0.865 -1.132 0.118 0.285
H -2.538 0.112 -2.890 2.064 0.561 1.418 0.382
H -0.813 -0.512 -2.459 -1.207 2.151 0.310 0.097
H -2.643 -2.027 -0.888 0.268 2.299 1.791 0.220
H -3.462 -2.436 1.777 1.119 2.581 -0.879 0.318
H -3.211 -0.285 3.646 0.701 0.255 -2.775 0.112
H -2.244 2.207 2.757 -0.177 -1.835 -1.694 0.102
H -1.317 3.392 0.878 -0.285 -1.121 -2.095 0.315
H 3.748 -0.570 0.500 0.561 -0.969 -1.948 0.387
H 5.258 -1.053 -0.592 -2.598 0.305 0.333 0.108
H 4.427 -3.277 -0.555 -1.693 1.414 -0.584 0.353
H 3.200 -2.695 -1.910 0.650 0.223 2.297 0.235
H 2.438 -2.141 1.271 -0.382 -1.165 -2.317 0.281
H 2.437 -3.944 0.721 -0.041 2.183 -0.891 0.283
H 1.152 -3.454 -2.262 -0.752 -0.886 1.840 0.217
H -0.470 -3.927 -1.423 2.553 0.596 0.937 0.183
H 1.184 -4.776 -0.857 -0.993 1.759 -0.799 0.315
N -2.378 -4.020 5.903 1.000 -1.269 0.332 -0.403
C -3.278 -3.224 5.296 -0.397 0.032 -0.631 0.667
N -3.571 -2.098 5.970 -0.509 1.214 0.323 -0.333
O -3.786 -3.502 4.221 0.023 -0.070 -0.118 -0.645
H -1.949 -3.809 6.788 -0.095 -0.029 -0.194 0.151
H -2.129 -4.879 5.428 -0.080 0.349 0.211 0.232
H -4.244 -1.471 5.549 -0.056 -0.053 0.160 0.226
H -3.163 -1.853 6.857 -0.055 -0.081 -0.202 0.148
N 0.257 3.021 -7.648 0.436 0.175 -1.643 -0.387
C -0.461 2.882 -6.518 -0.781 -0.047 0.233 0.510
N 0.276 2.799 -5.395 0.349 0.106 1.024 -0.153
O -1.681 2.836 -6.512 -0.027 0.029 -0.079 -0.666
H 1.262 3.061 -7.672 -0.211 -0.019 0.019 0.165
H -0.259 3.087 -8.515 0.237 -0.032 0.340 0.234
H -0.225 2.694 -4.523 -0.032 -0.251 -0.458 0.046
H 1.281 2.836 -5.380 -0.210 -0.001 -0.099 0.191
N -8.406 -0.107 4.813 -0.827 -0.195 -1.087 -0.401
C -7.274 0.018 5.530 0.486 -0.117 -0.338 0.632
N -7.464 0.305 6.830 0.278 0.308 1.474 -0.392
O -6.164 -0.118 5.039 0.300 -0.065 0.024 -0.638
H -9.328 0.001 5.199 0.201 -0.018 -0.071 0.163
H -8.307 -0.323 3.830 -0.053 0.071 0.365 0.230
H -6.638 0.407 7.405 -0.377 -0.025 -0.209 0.211
H -8.370 0.420 7.252 0.184 -0.027 -0.092 0.165



(3)
18
Properties=species:S:1:pos:R:3:forces:R:3:nbo_charge:R:1 method="wB97M-V/def2-TZVPD" lumo_energy_ha=0.0291 homo_energy_ev=-8.9 e_above_lowest_kcal_mol=37.0 multiplicity=1
C 0.165 -0.810 -0.172 2.635 2.432 -0.820 0.263
C -0.652 1.372 0.106 1.150 1.274 -0.244 0.712
C 0.242 -2.125 -0.238 2.940 1.704 -1.813 -0.548
C 0.830 1.725 -0.150 -0.032 -0.476 1.461 -0.569
C 1.626 0.506 -0.595 -4.029 -2.775 3.623 -0.322
C -2.247 -0.419 0.243 1.070 -0.486 -1.425 -0.405
N -0.853 0.003 0.284 -0.090 0.939 -0.925 -0.490
O -1.430 2.278 0.308 -0.611 -1.089 -0.133 -0.587
S 2.992 -0.079 0.385 2.147 0.397 -1.395 -0.017
H -0.523 -2.733 -0.046 -3.173 -2.177 1.134 0.197
H 1.044 -2.641 -0.775 0.142 0.555 0.478 0.226
H 1.075 2.604 -0.701 -0.731 0.515 -1.213 0.255
H 0.962 2.201 0.871 1.000 -1.300 -0.578 0.264
H 1.818 0.347 -1.633 0.238 0.222 -0.518 0.241
H -2.755 0.210 0.912 -1.186 0.488 0.629 0.234
H -2.620 -0.456 -0.785 -0.141 1.019 -0.057 0.199
H -2.298 -1.454 0.423 -0.059 -1.236 1.348 0.207
H 2.623 -0.529 1.562 -1.269 -0.007 0.449 0.138



(4)
15
Properties=species:S:1:pos:R:3:forces:R:3:nbo_charge:R:1 method="wB97M-V/def2-TZVPD" total_charge=+1 lumo_energy_ha=-0.1949 homo_energy_ev=-14.0 e_above_lowest_kcal_mol=79.7 multiplicity=1
C -0.469 0.094 0.562 1.007 -0.246 -3.558 -0.516
C 0.738 0.683 0.288 -1.467 -0.211 3.300 0.137
C -1.041 -0.002 1.771 -0.600 0.967 4.276 0.801
C 1.224 0.770 -1.022 0.868 0.749 -2.642 -0.714
C -3.272 -0.097 1.278 3.444 -2.422 -3.427 -0.486
N -3.934 2.193 1.410 0.732 -1.487 0.106 0.171
N -3.606 1.119 1.363 -1.849 5.492 -0.355 0.091
O -0.901 0.099 2.911 -0.482 -0.393 -0.731 -0.335
H -1.067 -0.353 -0.221 0.359 0.190 -0.341 0.253
H 1.304 1.155 1.118 -0.348 -0.469 -0.491 0.243
H 1.941 -0.008 -1.250 0.261 -0.619 0.140 0.298
H 0.424 0.686 -1.771 0.348 0.138 0.121 0.251
H 1.842 1.665 -1.160 -0.384 0.068 -0.109 0.274
H -3.650 -0.627 2.053 -1.018 -2.213 2.012 0.263
H -3.067 -0.484 0.227 -0.872 0.455 1.699 0.268